1.
A cluster of 2 separate species, C37H29Cl6NO in total in a non-equilibrium geometry, computed with the ωB97M-V functional and the def2-TZVPD basis.

Results
HOMO = -0.2666 hartree
relative energy (zero: lowest compared OMol25 entry of this formula, charge and spin) = 0.000 eV
E_LUMO = -1.8 eV
gap between HOMO and LUMO = 5.44 eV
structure (SMILES) = C(=C\N1CCC[C@@H]1C(c1ccccc1)(c1ccccc1)c1ccccc1)/c1ccccc1.O=C1C(Cl)=C(Cl)C(Cl)=C(Cl)C1(Cl)Cl

```
74
Properties=species:S:1:pos:R:3:forces:R:3:lowdin_charge:R:1
Cl -1.949883 3.049846 2.208683 0.2 -0.6 -0.2 0.79
C -2.541925 4.655728 2.590705 -0.7 -0.3 0.0 -1.15
Cl -2.906774 4.744940 4.298720 -0.2 0.2 0.8 0.75
C -1.421604 5.618308 2.326429 2.3 0.1 1.0 -0.54
O -0.375109 5.503292 2.935483 -0.8 -0.1 -0.4 0.06
C -1.605456 6.661808 1.360548 -0.4 1.4 -1.5 -0.59
Cl -0.273692 7.723717 1.048985 -0.3 -0.5 0.3 0.74
C -2.777132 6.825694 0.689509 1.7 1.0 0.0 -0.68
Cl -2.924798 8.097742 -0.456293 -0.2 -0.3 0.2 0.73
C -3.874473 5.957126 0.930937 -1.5 -1.4 0.5 -0.68
Cl -5.371427 6.231003 0.083609 0.6 0.0 0.2 0.69
C -3.777867 4.935647 1.815878 -1.2 0.5 -1.0 -0.76
Cl -5.149004 3.931751 2.072277 0.4 -0.1 0.2 0.71
C 4.293217 -0.775253 -4.495781 0.3 0.1 -0.2 -0.09
C 4.510157 -1.285148 -3.235552 0.1 0.0 0.0 -0.07
C 3.449772 -1.450637 -2.369024 -0.1 -0.2 0.2 -0.02
C 2.150720 -1.101381 -2.721454 0.0 0.2 0.4 -0.15
C 0.984159 -1.256470 -1.715166 -0.2 -0.1 0.1 -0.21
C -0.036114 -2.286601 -2.227167 0.4 0.1 -0.1 -0.19
C 0.259758 -3.126478 -3.291152 0.2 0.2 0.1 -0.02
C -0.629303 -4.097778 -3.700174 -0.2 -0.1 -0.1 -0.07
C -1.833061 -4.248712 -3.041754 -0.2 -0.3 -0.2 -0.09
C -2.154111 -3.416503 -1.988770 0.0 0.1 0.0 -0.07
C -1.263552 -2.438376 -1.595919 -0.2 0.1 0.2 -0.04
C 1.565375 -1.737778 -0.370029 -0.3 -0.2 -0.2 -0.19
C 1.261826 -2.991927 0.141266 0.0 0.1 -0.4 -0.01
C 1.787330 -3.423342 1.341350 0.0 -0.1 0.2 -0.06
C 2.620284 -2.598173 2.065801 0.0 -0.3 0.3 -0.08
C 2.942748 -1.352009 1.573739 0.1 0.3 -0.1 -0.08
C 2.430293 -0.932670 0.361543 0.1 -0.1 0.0 -0.10
C 0.249745 0.131673 -1.510173 -0.1 0.3 1.0 -0.17
C -0.642071 0.554815 -2.704411 0.0 -0.1 0.1 -0.12
C -1.921510 1.193922 -2.127811 0.0 0.0 -0.1 -0.14
C -1.899424 0.935358 -0.617831 0.4 -0.4 0.6 -0.16
N -0.659872 0.163874 -0.311135 -0.3 0.5 -1.3 -0.10
C -0.205114 0.055929 1.005314 -0.8 -0.3 0.1 -0.11
C -0.926414 -0.457560 2.026720 0.4 0.5 -1.2 -0.04
C -0.426963 -0.637129 3.377204 0.2 0.2 0.5 -0.23
C -1.097178 -1.493925 4.257234 0.1 0.2 -0.4 -0.05
C -0.659614 -1.671037 5.550914 0.0 -0.1 0.1 -0.09
C 0.460314 -0.997732 5.998478 0.0 -0.1 0.3 -0.10
C 1.144114 -0.151080 5.146982 0.1 0.0 0.0 -0.09
C 0.711188 0.028679 3.850268 -0.3 -0.1 -0.1 -0.05
C 1.951885 -0.623350 -4.009778 -0.1 0.1 -0.1 -0.05
C 3.008786 -0.460651 -4.887092 -0.2 0.1 -0.1 -0.07
H 5.124908 -0.617549 -5.165027 0.1 0.0 -0.1 0.10
H 5.508212 -1.542521 -2.918728 0.1 -0.1 0.1 0.10
H 3.636052 -1.870084 -1.397628 0.1 -0.1 0.1 0.11
H 1.199640 -3.013011 -3.800434 0.2 -0.1 -0.1 0.11
H -0.389048 -4.722562 -4.546072 0.1 -0.1 -0.1 0.10
H -2.528773 -5.007091 -3.361625 -0.1 -0.2 0.0 0.10
H -3.097468 -3.526934 -1.476033 -0.1 0.0 0.1 0.10
H -1.517167 -1.777478 -0.786664 0.0 0.0 0.2 0.11
H 0.613984 -3.641523 -0.419807 -0.1 -0.2 0.0 0.11
H 1.537701 -4.403564 1.713455 0.0 -0.2 0.1 0.10
H 3.016364 -2.929075 3.012144 0.1 0.0 0.2 0.10
H 3.580836 -0.697219 2.144579 0.2 0.1 0.1 0.11
H 2.692195 0.040754 -0.018255 0.1 0.2 -0.1 0.13
H 1.015046 0.898519 -1.344578 0.2 -0.1 -0.2 0.15
H -0.114272 1.245711 -3.370391 -0.1 -0.1 0.3 0.11
H -0.893899 -0.320109 -3.310555 0.0 0.1 0.2 0.10
H -1.940235 2.268420 -2.345422 0.0 -0.2 0.2 0.11
H -2.827215 0.774927 -2.583288 0.3 0.0 0.1 0.11
H -1.890446 1.874931 -0.052664 0.0 -0.2 -0.2 0.05
H -2.770830 0.364929 -0.276035 0.0 0.1 -0.1 0.11
H 0.813788 0.331862 1.191682 0.2 0.3 0.0 0.09
H -1.909773 -0.832861 1.804851 -0.4 -0.2 0.0 0.11
H -1.959562 -2.033544 3.904620 -0.3 -0.1 -0.1 0.11
H -1.199255 -2.324027 6.219313 -0.1 -0.1 0.1 0.10
H 0.785306 -1.117423 7.019540 0.1 0.0 0.1 0.10
H 2.010290 0.379183 5.510939 0.1 0.1 0.0 0.10
H 1.239035 0.701330 3.197200 0.1 0.2 -0.1 0.10
H 0.953935 -0.406701 -4.344615 -0.1 0.1 -0.1 0.10
H 2.832427 -0.086440 -5.882610 -0.1 0.1 -0.1 0.10
```
Positions in Å, forces in eV/Å.



2.
The ion C3H2N4O2S with charge -2 in a non-equilibrium geometry, computed with the ωB97M-V functional and the def2-TZVPD basis.

Results
HOMO (alpha / beta) = 0.0603 / 0.0384 hartree
relative energy (zero: lowest compared OMol25 entry of this formula, charge and spin) = 2.951 eV
E_LUMO (alpha / beta) = 5.8 / 5.7 eV
gap between HOMO and LUMO (alpha / beta) = 4.13 / 4.69 eV
total charge = -2

```
12
Properties=species:S:1:pos:R:3:forces:R:3:nbo_charge:R:1
C -0.634075 -0.672194 0.769588 0.2 0.9 0.1 0.10
C 0.104267 0.055970 -0.229011 0.9 0.8 -2.9 0.44
C 1.410796 1.852007 -1.192741 0.5 2.1 1.7 -0.14
N -0.559558 -0.479786 2.106775 1.0 1.4 -1.1 -0.38
N -1.515008 -1.663421 0.489397 0.9 0.3 -0.9 -0.45
N -1.404477 -1.338221 2.588887 -0.1 -0.5 2.9 -0.18
N -1.925748 -2.065259 1.695262 -1.4 -1.1 -1.1 -0.20
O -0.079125 -0.335777 -1.626780 0.5 1.0 2.2 -0.74
O 0.791536 1.230861 -0.176517 -1.1 -1.6 1.2 -0.45
S 2.449673 3.202909 -0.892267 -0.2 0.1 0.4 -0.63
H 1.671549 1.443364 -2.091225 -0.4 -2.1 -2.0 0.15
H -0.309828 -1.230453 -1.441370 -0.7 -1.5 -0.4 0.48
```
Positions in Å, forces in eV/Å.